1.
Molecular formula: C58H59BI5O18
Method: DFT, ωB97M-V with the def2-TZVPD basis set

Structure (XYZ):
```
141
Properties=species:S:1:pos:R:3
C 3.3086 0.8619 2.7469
C 3.4376 0.4916 1.2865
C 4.4580 1.2625 0.2586
O 5.1936 2.2701 0.7733
O 4.6506 0.9663 -1.1705
C 5.0441 -0.4360 -1.3987
C 4.4121 -1.1144 -2.7536
C 2.8516 -0.7110 -3.0651
C 1.9143 -0.6937 -1.6897
C 0.3597 -1.1733 -1.9856
C -0.4078 0.0931 -2.6876
C -1.8708 0.4689 -2.0609
O -2.3398 1.5250 -2.9592
C -3.0713 1.0245 -4.1258
C -4.7183 1.2715 -3.9688
O -2.5321 -0.8401 -2.0025
B -3.1264 -1.1661 -0.6571
C -4.7280 -1.0329 -0.9892
C -5.3493 -2.1608 -1.9935
O -6.4053 -2.8745 -1.5113
I -4.7281 -2.6305 -4.0341
C -2.5526 -2.5001 0.1402
I -1.2417 -1.7959 1.8070
C -3.6962 -3.4153 0.8676
C -2.9865 -4.8809 1.2511
I -4.2241 -2.5163 2.8265
O -2.4808 -0.0762 0.1589
C -1.9609 1.1170 -0.5211
C -0.4519 1.6726 -0.2052
C -3.0492 2.3014 -0.2436
I -2.2545 4.3495 -0.6324
C -3.7398 2.3477 1.2280
C -5.0809 1.3608 1.3874
I -2.4552 2.0069 2.9493
H 2.8628 1.9053 3.0445
H 3.6229 0.0394 3.5342
H 2.7711 -0.4391 0.9537
H 6.2247 -0.4265 -1.5479
H 4.8041 -1.1567 -0.5027
H 4.5324 -2.2960 -2.6371
H 5.0914 -0.8154 -3.6690
H 2.4222 -1.4363 -3.8982
H 2.8830 0.3726 -3.5597
H 2.3878 -1.4710 -0.9540
H 2.0003 0.4029 -1.2652
H 0.4509 -2.0508 -2.7900
H -0.1845 -1.6429 -1.0640
H -0.6102 -0.2426 -3.8163
H 0.3326 1.0234 -2.7963
H -2.8016 -0.0603 -4.4697
H -2.7618 1.7326 -5.0369
H -5.3544 0.3581 -4.3292
H -5.0056 1.6470 -2.8739
H -5.0248 2.1792 -4.6813
H -4.9818 0.0423 -1.3989
H -5.2951 -1.1109 0.0584
H -1.8175 -3.1437 -0.5459
H -4.6231 -3.6894 0.2114
H -2.8778 -5.5386 0.2875
H -2.0093 -4.7650 1.8834
H -3.7760 -5.4196 1.9662
H 0.0121 2.3321 -1.0863
H -0.3705 2.3649 0.7519
H 0.2571 0.7424 0.0344
H -3.9454 2.1947 -1.0261
H -4.1852 3.4493 1.3537
H -4.7355 0.2758 1.6582
H -5.8806 1.8128 2.1349
H -5.6273 1.3439 0.3271
C -11.4422 -4.4887 -1.1160
C -11.4835 -4.3235 0.2097
C -10.2492 -4.1327 0.9966
O -10.2858 -3.9833 2.2102
C -8.9684 -4.1300 0.2621
C -8.9272 -4.2953 -1.0635
C -10.1615 -4.4861 -1.8505
O -10.1248 -4.6354 -3.0641
H -12.3381 -4.6306 -1.7081
H -12.4150 -4.3223 0.7628
H -8.0726 -3.9882 0.8542
H -7.9956 -4.2965 -1.6167
C 7.7286 2.7909 3.5259
C 7.4280 1.4947 3.4006
C 8.3628 0.4445 3.8504
O 8.0893 -0.7422 3.7343
C 9.6413 0.8820 4.4453
C 9.9419 2.1782 4.5706
C 9.0071 3.2284 4.1208
O 9.2806 4.4151 4.2369
H 7.0546 3.5739 3.2004
H 6.4940 1.1577 2.9670
H 10.3153 0.0991 4.7708
H 10.8759 2.5152 5.0042
C 7.7107 7.9366 1.3715
C 7.2282 6.9884 2.1804
C 6.6660 5.7345 1.6409
O 6.2223 4.8669 2.3805
C 6.6592 5.5686 0.1739
C 7.1417 6.5168 -0.6350
C 7.7039 7.7707 -0.0955
O 8.1476 8.6383 -0.8351
H 8.1258 8.8624 1.7508
H 7.2267 7.0948 3.2586
H 6.2441 4.6428 -0.2054
H 7.1432 6.4104 -1.7132
C 10.1683 9.6107 6.5708
C 10.0819 9.1072 5.3357
C 9.1912 9.7089 4.3238
O 9.1100 9.2476 3.1937
C 8.4016 10.8888 4.7289
C 8.4881 11.3923 5.9640
C 9.3787 10.7906 6.9759
O 9.4599 11.2519 8.1059
H 10.8160 9.1810 7.3252
H 10.6551 8.2427 5.0230
H 7.7539 11.3185 3.9745
H 7.9148 12.2568 6.2767
C 0.5107 -7.1047 2.8794
C 0.0282 -8.0529 3.6883
C -0.5340 -9.3068 3.1488
O -0.9777 -10.1744 3.8884
C -0.5408 -9.4728 1.6818
C -0.0583 -8.5245 0.8729
C 0.5039 -7.2706 1.4124
O 0.9476 -6.4030 0.6728
H 0.9258 -6.1789 3.2587
H 0.0267 -7.9465 4.7665
H -0.9559 -10.3985 1.3025
H -0.0568 -8.6309 -0.2053
C -9.9589 -4.9279 -6.2981
C -9.0054 -3.9919 -6.2646
C -7.9905 -3.8937 -7.3321
O -7.1162 -3.0386 -7.3012
C -8.0711 -4.8682 -8.4383
C -9.0247 -5.8041 -8.4719
C -10.0396 -5.9023 -7.4043
O -10.9139 -6.7574 -7.4353
H -10.7104 -5.0142 -5.5229
H -8.9333 -3.2695 -5.4604
H -7.3196 -4.7818 -9.2136
H -9.0968 -6.5266 -9.2760
```

Results
Spin multiplicity: 1
HOMO energy: -0.201 Ha
Total charge: -1
HOMO-LUMO gap: 4.54 eV
Largest force on an atom: 8.3 eV Å⁻¹

---

2.
Molecular formula: C58H61BrClN7O5S
Method: DFT, ωB97M-V with the def2-TZVPD basis set

Structure (XYZ):
```
134
Properties=species:S:1:pos:R:3
C -0.9434 -2.7519 5.9703
C -0.7126 -3.8250 4.8924
C -2.0262 -4.6491 4.8448
C 0.3949 -4.7867 5.3278
C -0.5542 -3.2159 3.4748
C 0.8113 -2.6649 3.0368
C 1.7641 -3.8254 2.5897
C 1.5095 -1.8254 4.1312
C 0.6688 -1.7214 1.8236
C -0.5367 -1.3137 1.2884
C -0.5936 -0.4701 0.1905
C 0.5478 -0.0344 -0.4212
O 0.4845 0.7628 -1.5458
C 1.1583 2.0191 -1.3990
C 2.5006 2.0479 -2.1458
O 3.4326 2.5965 -1.2410
C 4.5711 3.2389 -1.7693
C 4.8900 4.5117 -0.9421
C 3.6045 5.1430 -0.4575
C 2.9912 6.1212 -1.2258
C 3.5479 6.6190 -2.5401
C 4.4794 7.7902 -2.3777
O 5.2925 7.9270 -1.5307
Cl 4.2626 9.0481 -3.6399
C 1.7767 6.6385 -0.8136
C 1.1932 6.1949 0.3378
C 1.7857 5.2380 1.1528
C 2.9990 4.7157 0.7234
Br 3.8444 3.3429 1.7390
N 1.0577 4.8866 2.2977
N 1.7355 4.4648 3.4835
C 1.7487 5.3407 4.3576
O 1.8767 6.0834 5.2341
C -0.2746 4.4619 2.1229
C -0.7740 3.2635 2.6016
C -2.0975 2.9586 2.3700
C -2.9198 3.8269 1.6841
O -4.2551 3.4827 1.4919
C -2.4309 5.0161 1.1974
C -1.1066 5.3122 1.4263
S -0.3959 6.8275 0.8254
C 1.7748 -0.4380 0.0952
C 1.8158 -1.2549 1.1900
H -1.4318 -3.1981 6.8356
H -0.0028 -2.3154 6.2997
H -1.5811 -1.9761 5.5506
H -2.0545 -5.2975 3.9694
H -2.0732 -5.2951 5.7233
H -2.8966 -3.9936 4.8661
H 1.3215 -4.2948 5.6173
H 0.5974 -5.5531 4.5825
H 0.0434 -5.3244 6.2116
H -1.2981 -2.4233 3.4108
H -0.8414 -3.9821 2.7510
H 2.7293 -3.7591 3.0849
H 1.8996 -3.8291 1.5120
H 1.2963 -4.7796 2.8198
H 2.0465 -2.4358 4.8535
H 0.7780 -1.1893 4.6268
H 2.2334 -1.1427 3.6914
H -1.4791 -1.6418 1.6982
H -1.5583 -0.1646 -0.1939
H 0.5016 2.8125 -1.7586
H 1.3322 2.1834 -0.3364
H 2.4130 2.6530 -3.0510
H 2.7597 1.0153 -2.3970
H 5.4257 2.5585 -1.6840
H 4.4484 3.4813 -2.8280
H 5.5698 4.2973 -0.1266
H 5.3852 5.1982 -1.6221
H 4.0349 5.7936 -3.0559
H 2.7083 6.8975 -3.1699
H 1.2592 7.3812 -1.4063
H -0.1027 2.6019 3.1313
H -2.5166 2.0224 2.7149
H -4.2923 2.9550 0.6838
H -3.0710 5.7007 0.6606
H 2.6835 -0.0999 -0.3833
H 2.7784 -1.5735 1.5703
C 1.2989 4.4907 -7.6793
C 1.0077 3.8444 -6.4888
C 1.2578 4.5130 -5.3011
N 1.7656 5.7431 -5.2372
C 2.0398 6.3505 -6.3907
C 1.8255 5.7714 -7.6320
H 1.1168 4.0044 -8.6290
H 0.5935 2.8456 -6.4785
H 1.0369 4.0464 -4.3467
H 2.4529 7.3503 -6.3083
H 2.0655 6.3123 -8.5369
C -2.1247 -3.0564 -2.9998
C -3.3901 -2.9571 -3.5570
C -3.9159 -1.6903 -3.7694
N -3.2816 -0.5599 -3.4526
C -2.0651 -0.6783 -2.9174
C -1.4460 -1.8953 -2.6794
H -1.6749 -4.0244 -2.8154
H -3.9570 -3.8400 -3.8200
H -4.9020 -1.5673 -4.2050
H -1.5709 0.2458 -2.6459
H -0.4596 -1.9272 -2.2364
C -6.0386 0.4404 5.4781
C -4.7509 0.3162 5.9737
C -3.7255 0.0547 5.0790
N -3.9059 -0.0929 3.7670
C -5.1513 0.0241 3.3091
C -6.2458 0.2919 4.1165
H -6.8676 0.6477 6.1426
H -4.5435 0.4195 7.0299
H -2.7018 -0.0447 5.4229
H -5.2716 -0.1033 2.2387
H -7.2341 0.3805 3.6873
C -2.2692 -7.5215 -0.8551
C -0.9586 -7.4538 -0.4111
C -0.6328 -6.4958 0.5376
N -1.5101 -5.6332 1.0472
C -2.7657 -5.7125 0.6087
C -3.1955 -6.6327 -0.3349
H -2.5641 -8.2550 -1.5947
H -0.2036 -8.1284 -0.7916
H 0.3816 -6.4104 0.9127
H -3.4564 -4.9950 1.0385
H -4.2289 -6.6497 -0.6530
C 2.2009 -5.5816 -5.6446
C 1.6335 -6.7388 -5.1362
C 0.3198 -6.6891 -4.6963
N -0.4313 -5.5898 -4.7319
C 0.1300 -4.4857 -5.2222
C 1.4346 -4.4286 -5.6892
H 3.2240 -5.5784 -5.9982
H 2.1959 -7.6608 -5.0800
H -0.1626 -7.5726 -4.2919
H -0.5023 -3.6044 -5.2339
H 1.8374 -3.5026 -6.0758
```

Results
Spin multiplicity: 1
HOMO energy: -0.289 Ha
HOMO-LUMO gap: 8.31 eV
Largest force on an atom: 1.1 eV Å⁻¹
SMILES: CC(C)(C)CC(C)(C)c1ccc(OCCOCCc2c(CC(=O)Cl)cc3c(c2Br)N(N=C=O)c2ccc(O)cc2S3)cc1.c1ccncc1.c1ccncc1.c1ccncc1.c1ccncc1.c1ccncc1